Arrangement w

3 unconnected molecules or ions with the total composition C8H13N3O8. Source: the Open Molecules 2025 dataset; level of theory: ωB97M-V/def2-TZVPD.

Calculated values
Gap between HOMO and LUMO = 8.4 eV
Structure (SMILES) = N#CO[C@@](N=C=O)(OC=O)ON=O.CCO.CCO
LUMO energy = -1.933 eV

The geometry in ORCA input format:
```
! wB97M-V def2-TZVPD RIJCOSX def2/J DEFGRID3
* xyz 0 1
N 3.99229 -1.54563 -2.96690
C 2.83769 -1.19556 -3.44332
O 1.67473 -0.84952 -4.29610
C 0.77542 0.05128 -3.50961
N -0.25951 -0.87698 -2.87008
C -0.43166 -0.50141 -1.53182
O -1.10459 -0.06793 -0.42926
O 1.59228 0.75755 -2.47073
C 1.44482 2.21232 -2.63395
O 2.40098 3.03065 -3.14617
O 0.14751 1.03101 -4.45480
N -1.19761 1.04589 -4.28514
O -1.58863 2.18018 -4.00130
H 0.40454 2.69440 -2.32611
C -2.48529 -0.09378 3.84272
C -3.63629 0.26770 2.92694
O -3.14010 0.85318 1.73218
H -1.89515 0.79531 4.08827
H -2.85118 -0.54228 4.77064
H -1.80750 -0.80041 3.35274
H -4.29896 0.99059 3.41182
H -4.22356 -0.61808 2.66630
H -2.55962 0.20026 1.30490
C 1.32873 -0.34255 1.98463
C 2.07952 -1.62648 1.69835
O 2.13067 -1.85654 0.29803
H 0.31071 -0.39481 1.58468
H 1.27634 -0.15294 3.06044
H 1.81788 0.50865 1.49988
H 1.57534 -2.47731 2.16599
H 3.10251 -1.57717 2.08368
H 2.58768 -1.09957 -0.10689
*
```

Löwdin population analysis, charges in e, atoms 1 to 5: 0.154 -0.118 0.028 -0.396 0.189

Arrangement x

3 unconnected molecules or ions with the total composition C8H13N3O8. Source: the Open Molecules 2025 dataset; level of theory: ωB97M-V/def2-TZVPD.

Calculated values
Gap between HOMO and LUMO = 9.0 eV
Structure (SMILES) = N#CO[C@@](N=C=O)(OC=O)ON=O.CCO.CCO
LUMO energy = -1.429 eV

The geometry in ORCA input format:
```
! wB97M-V def2-TZVPD RIJCOSX def2/J DEFGRID3
* xyz 0 1
N 1.59620 -3.47484 -3.08011
C 2.22554 -3.10692 -2.19391
O 3.17101 -2.88185 -1.23281
C 2.53782 -2.27416 -0.08097
N 2.70208 -0.81300 -0.25695
C 1.61627 -0.23686 0.01576
O 0.89455 0.48303 0.57456
O 1.14754 -2.64728 -0.06378
C 0.81139 -3.30201 1.15920
O 0.60626 -4.46641 1.24836
O 3.21031 -2.75689 1.08468
N 3.59769 -1.68722 1.92225
O 3.14425 -1.82200 2.98946
H 0.75759 -2.66276 2.08966
C -2.22579 3.69657 1.02309
C -1.13871 3.86325 2.06766
O -0.51608 2.61259 2.33988
H -2.97844 2.98273 1.36499
H -2.71465 4.65011 0.81171
H -1.80998 3.30131 0.09194
H -1.56045 4.23715 3.00150
H -0.37547 4.56997 1.72573
H -0.13564 2.29044 1.51130
C -2.01416 0.16347 -1.24005
C -1.59798 0.09507 -2.68794
O -0.34331 -0.55064 -2.78043
H -1.26390 0.70178 -0.65886
H -2.97588 0.67008 -1.13204
H -2.09474 -0.83928 -0.81023
H -1.49392 1.09503 -3.11163
H -2.33505 -0.45400 -3.28277
H -0.44436 -1.43646 -2.40926
*
```

Löwdin population analysis, charges in e, atoms 1 to 5: 0.205 -0.264 0.105 -0.491 0.236

Which of them is the most stable? Correct choice: arrangement x.